# C6H14N2

A cluster of 2 separate species, C6H14N2 in total (wB97M-V/def2-TZVPD, the Open Molecules 2025 dataset).

```
22
Properties=species:S:1:pos:R:3:mulliken_charge:R:1
C 0.13 -1.00 1.45 -0.7482
C -0.82 -1.51 -1.21 -1.5466
C 0.28 -0.64 -0.62 0.5076
N 0.99 -0.14 2.01 -0.4819
N 1.54 -0.87 -0.87 -0.6958
H 1.10 0.90 1.39 0.2050
H 1.94 -0.47 1.90 0.3925
H 1.67 -1.78 -1.31 0.2582
H 0.42 -2.04 1.35 0.4119
H -0.92 -0.82 1.66 0.3890
H -1.00 -1.24 -2.25 0.3236
H -0.51 -2.56 -1.19 0.4880
H -1.75 -1.43 -0.66 0.3661
C -1.43 1.31 0.00 -1.5107
C -0.06 0.94 -0.56 0.5724
C 1.03 1.69 0.07 -1.1880
H -0.07 1.11 -1.65 0.3719
H -1.67 2.35 -0.27 0.4443
H -2.23 0.69 -0.40 0.3743
H -1.46 1.26 1.09 0.2984
H 2.02 1.53 -0.35 0.3669
H 0.81 2.69 0.43 0.4011
```

As for the net charge: 0. The LUMO energy (spin up / spin down) is -0.29 / -0.29 eV. The value obtained for the energy above the lowest of the compared OMol25 structures with the same formula, charge and spin is 100.86 kcal/mol. The HOMO energy (spin up / spin down) comes out at -7.471 / -7.510 eV. Its total energy is -346.36642 hartree. The maximum force comes out at 2.083 eV/Å. Its frontier orbital gap (spin up / spin down) is 7.2 / 7.2 eV.